{"formula": "C13H28Cl2FNNbO3", "method": "the ωB97M-V functional and the def2-TZVPD basis", "charge": -1, "homo_ev": -5.1, "energy_ev": -50876.06836, "relative_energy_kcal_mol": 0.0, "elements": ["C", "C", "C", "O", "O", "C", "C", "Nb", "C", "C", "C", "N", "O", "C", "C", "C", "F", "H", "H", "H", "H", "H", "H", "H", "H", "H", "H", "H", "H", "H", "H", "H", "H", "H", "H", "H", "H", "H", "H", "H", "H", "Cl", "C", "C", "Cl", "H", "H", "H", "H"], "coordinates": [[0.17137, 3.25510, -1.87058], [-1.12934, 3.46963, -2.64087], [-2.08313, 2.29734, -2.60591], [-2.88746, 2.11804, -3.50219], [-2.00242, 1.54608, -1.49941], [-2.54586, 0.21852, -1.60698], [-1.53674, -0.84102, -2.02993], [0.18169, -1.34726, -0.58820], [1.46626, -2.00401, -2.36011], [2.93410, -1.52561, -2.43410], [3.13676, -0.02481, -2.30867], [3.47075, 0.57615, -1.06631], [3.02225, 0.67693, -3.30875], [1.80610, -1.55603, 0.98405], [1.90724, -0.63839, 2.21566], [1.10288, 0.63652, 2.25346], [3.26274, -0.24682, 2.38102], [0.00967, 3.23247, -0.79883], [0.89104, 4.03719, -2.09326], [0.60238, 2.30594, -2.16712], [-1.65244, 4.34728, -2.26991], [-0.88553, 3.60604, -3.68826], [-2.89424, -0.04686, -0.61428], [-3.41727, 0.22579, -2.25611], [-2.10264, -1.77703, -2.02494], [-1.18999, -0.66066, -3.04739], [-0.31234, -3.13687, -0.43047], [-1.08683, -1.04134, 0.68391], [0.65970, 0.40984, -0.78612], [1.49479, -3.09431, -2.32167], [0.96642, -1.76804, -3.29722], [3.30609, -1.75152, -3.43345], [3.57320, -2.07762, -1.74675], [4.02921, -0.03318, -0.48768], [2.62607, 0.81685, -0.56149], [1.65332, -2.57315, 1.35413], [2.80618, -1.54873, 0.55642], [1.65755, -1.21982, 3.10331], [1.46592, 1.22639, 3.09829], [1.23674, 1.24624, 1.36614], [0.05396, 0.45337, 2.44177], [-2.23412, 0.87757, 5.61486], [-3.39335, -0.37254, 5.09074], [-2.72072, -1.69368, 4.82111], [-1.67554, -1.62614, 3.38389], [-3.90200, -0.00260, 4.20459], [-4.12122, -0.48541, 5.89294], [-3.47796, -2.45329, 4.63082], [-2.11798, -2.00825, 5.67003]], "forces_ev_per_a": [[-0.214, -0.061, -0.086], [0.566, -0.349, 0.416], [-0.765, 0.210, -0.337], [0.495, -0.154, 0.401], [0.391, 0.060, -0.608], [-0.494, -0.786, 0.223], [0.348, 1.205, 0.941], [0.987, -0.858, -0.943], [-0.318, -0.323, 0.472], [0.314, 0.138, -0.384], [-0.086, 0.840, -1.234], [0.375, -0.116, -0.313], [-0.192, -0.698, 1.191], [-0.525, 1.302, 0.791], [-0.263, -0.369, -0.228], [0.467, 0.413, 0.426], [0.265, -0.031, 0.048], [-0.036, -0.094, 0.167], [0.053, 0.165, -0.068], [0.207, -0.145, 0.084], [-0.191, 0.161, -0.106], [-0.222, 0.218, -0.211], [-0.002, 0.209, 0.222], [-0.052, 0.323, -0.212], [0.140, -0.308, 0.049], [0.080, 0.011, -0.123], [-0.094, -0.193, 0.052], [-0.464, -0.456, -0.026], [0.162, 0.277, -0.016], [0.032, -0.149, -0.070], [-0.086, 0.177, -0.117], [0.109, -0.103, -0.127], [-0.069, 0.058, 0.364], [-0.236, -0.262, 0.191], [-0.169, 0.217, 0.006], [-0.173, -0.219, -0.179], [0.022, -0.039, -0.462], [0.062, -0.012, 0.193], [0.017, 0.019, 0.110], [-0.129, -0.082, -0.273], [-0.266, -0.160, -0.276], [0.007, 0.024, 0.000], [-0.125, -0.022, 0.046], [0.107, -0.090, -0.021], [-0.105, -0.039, 0.039], [0.066, 0.028, -0.041], [0.023, -0.007, 0.024], [-0.038, 0.030, -0.008], [0.019, 0.038, 0.012]], "mulliken_charge": [-0.849, -0.310, 0.567, -0.643, -0.262, -0.679, -0.817, -0.863, -1.073, -0.389, 0.465, -0.536, -0.552, -0.976, 0.609, -0.965, -0.411, 0.250, 0.435, 0.055, 0.225, 0.272, 0.335, 0.392, 0.463, 0.477, -0.022, 0.008, 0.172, 0.271, 0.494, 0.354, 0.387, 0.357, 0.167, 0.522, 0.239, 0.259, 0.375, 0.111, 0.149, -0.190, -0.448, -0.573, -0.100, 0.317, 0.318, 0.284, 0.328]}